# 1
85
Properties=species:S:1:pos:R:3 method="wB97M-V/def2-TZVPD" total_charge=+1 homo_energy_ev=-11.42
O 1.897 -0.681 -4.783
C -1.379 1.603 6.206
H -4.229 -1.669 -3.758
C 0.903 0.970 2.471
H -2.204 -3.002 -5.029
H -1.320 0.179 -2.978
H -3.489 1.239 6.686
H 2.548 -1.566 -3.024
H -2.216 -5.057 -1.518
H -1.813 0.349 0.428
H 2.253 4.624 1.609
H 2.163 0.105 -6.685
H -2.004 0.853 3.684
H -3.269 1.575 2.638
C 1.998 5.679 1.768
C 2.891 -0.836 -3.761
C 4.171 -1.265 -4.454
H -2.204 -7.619 -4.799
C 1.483 6.243 3.973
H 4.322 0.459 -5.729
C -0.932 -1.837 -3.670
C -0.850 -6.010 -4.202
C -0.302 1.190 1.662
C 1.442 -0.402 2.547
C -3.266 -2.022 -3.386
H -0.955 1.878 7.220
H -0.716 2.101 5.451
C 3.173 6.447 2.344
C -1.672 -7.254 -3.921
C -1.670 -5.859 -2.022
C 4.035 -0.594 -5.806
H 3.014 0.132 -3.262
C -2.893 2.047 6.164
H -3.053 2.973 6.792
H -0.844 -0.931 -1.680
H 0.148 -6.241 -4.577
H -3.946 3.250 4.585
O 0.944 5.737 2.741
O -2.784 -1.128 -2.370
H -0.029 3.327 1.451
C -3.524 2.211 4.712
H -0.858 3.298 3.717
H 4.135 6.104 1.961
H -1.595 2.804 0.742
C 0.733 -1.478 1.797
C 2.690 -0.717 3.417
C -2.584 -6.783 -2.806
C -1.398 -0.853 -2.617
H -0.099 -1.462 -4.265
H -0.957 -2.025 0.492
H 3.495 -0.394 5.088
H 1.109 7.263 4.108
H -2.277 3.922 2.802
H 5.069 -0.974 -3.907
H 1.647 6.098 0.823
H 1.071 -2.543 1.813
H 3.384 5.241 4.111
C -2.201 -2.067 -4.468
O -0.745 -5.294 -2.962
H 4.184 -2.352 -4.578
H 4.639 -1.055 -6.588
H 3.073 7.511 2.113
H -1.023 -8.056 -3.556
O 3.124 0.176 4.385
H -3.409 -3.007 -2.928
C 2.994 6.225 3.833
H 1.132 5.630 4.806
H -3.420 -6.215 -3.225
H -1.092 -6.412 -1.274
C -2.581 1.813 3.513
H -4.422 1.523 4.656
H 2.295 -1.659 -6.546
H -1.260 0.494 6.084
C -0.469 -1.158 1.008
C 2.544 -0.708 -6.065
H -1.352 -5.358 -4.925
H -2.992 -7.592 -2.200
C -1.660 2.995 2.994
H -2.350 -1.244 -5.174
N -0.953 0.181 0.966
O 3.264 -1.769 3.264
H 3.487 6.975 4.451
H 1.336 1.857 2.992
C -0.912 2.637 1.618
H -0.620 -2.772 -3.195



# 2
50
Properties=species:S:1:pos:R:3 method="wB97M-V/def2-TZVPD" relative_energy_kcal_mol=13.2 total_charge=+1 homo_energy_ev=-11.41
H -1.816 -2.656 -0.542
H 0.768 0.396 -2.020
C -1.660 2.654 5.561
C -0.819 0.541 0.849
H 1.901 -3.694 -1.517
H 1.141 2.599 0.409
H -1.241 4.574 1.561
H 0.293 -4.549 -3.363
C -1.264 3.492 1.333
C -0.973 -3.080 -1.105
H -1.247 -0.527 -4.257
C -0.188 2.750 2.073
C 1.168 2.865 1.468
H -2.295 3.509 3.693
C 0.301 -0.259 -1.267
H -0.796 1.736 7.319
C 0.662 1.850 4.234
H -1.724 0.853 1.371
H -1.137 3.386 0.249
C -0.750 0.492 -0.496
H 3.104 -3.385 -2.777
H -1.342 -3.961 -1.649
H 1.104 -0.612 -0.595
H -0.224 -3.424 -0.376
H 1.567 1.514 3.730
Si -0.336 -1.777 -2.272
C -1.510 2.953 4.205
C 2.263 -2.944 -2.232
C 1.733 -1.479 -4.211
C 1.188 -2.528 -3.239
H 1.547 -4.194 -4.569
H -2.457 -0.826 -2.993
H -1.990 -2.132 -4.098
H 1.544 3.904 1.524
C 0.489 1.559 5.588
H -2.570 2.974 6.080
C -0.674 1.955 6.258
H -0.157 -0.112 1.426
C -1.609 -1.270 -3.531
H 2.097 -0.585 -3.693
H 2.577 -1.910 -4.758
H -2.257 3.118 1.610
H 1.268 1.017 6.113
H 2.649 -2.091 -1.663
H -1.495 0.996 -1.128
H 1.917 2.239 1.962
H -0.080 -3.511 -4.763
C 0.697 -3.763 -4.022
H 0.985 -1.163 -4.950
C -0.353 2.502 3.474



# 3
23
Properties=species:S:1:pos:R:3 method="wB97M-V/def2-TZVPD" relative_energy_kcal_mol=34.8 homo_energy_ev=-9.21
C 1.549 0.485 0.834
H -1.541 1.399 -1.589
C -0.540 0.130 -2.829
H -1.447 -0.288 -1.014
C 0.903 -0.692 1.039
C -0.333 -0.711 1.600
H 0.691 -2.598 -0.046
H -0.531 0.786 -3.677
C -0.998 0.458 1.926
H -0.831 -1.747 1.883
H -1.901 0.478 2.496
C -0.370 1.715 1.792
H 0.510 0.135 -2.407
H 1.808 -2.661 1.509
H -0.517 -0.943 -3.216
C -1.716 0.338 -1.931
C 0.958 1.720 1.331
H -2.763 0.168 -2.127
H 2.656 0.646 0.601
H -0.869 2.631 2.122
H 1.490 2.664 1.277
H 2.292 -2.063 -0.144
C 1.499 -2.050 0.570



# 4
16
Properties=species:S:1:pos:R:3 method="wB97M-V/def2-TZVPD" relative_energy_kcal_mol=75.6 homo_energy_ev=-8.50
H 0.641 -1.095 -1.847
C 1.091 1.869 -0.454
C 0.439 -0.676 0.393
H -0.886 1.412 -0.888
H 1.959 2.548 -0.764
C -0.104 2.189 -0.982
C -0.012 -1.270 -0.933
N -0.225 -1.105 1.420
N 0.099 -0.525 2.603
H -0.187 2.989 -1.631
S 1.740 0.574 0.486
H 0.356 0.442 2.531
H -0.725 -0.492 3.231
H -1.348 -2.520 -2.017
H -1.724 -2.320 -0.115
C -1.115 -2.021 -1.034